i | C23H62O8 | the ωB97M-V functional and the def2-TZVPD basis

Frontier orbital gap = 0.36740 Ha
SMILES = CC(C)O.CC(C)O.CC(C)O.CC(C)O.CC(C)O.CC(C)O.CC(C)O.CCO

Structure (XYZ):
```
93
C23H62O8, DFT the ωB97M-V functional and the def2-TZVPD basis
O -2.69 1.60 3.67
O 1.18 -0.25 -2.02
O 0.65 -4.37 -2.56
O -1.02 3.72 3.40
O -5.94 3.34 0.63
O 3.48 -1.92 -1.64
O 2.43 -1.72 3.96
O 0.69 0.58 -4.86
C 0.15 2.97 3.07
C 0.15 2.73 1.57
C -4.51 3.57 0.45
C 1.36 3.75 3.57
C -0.77 -4.71 -0.58
C 3.75 -1.68 -4.03
C 5.71 -1.81 -2.50
C -3.45 -0.42 2.63
C -0.11 -5.32 -1.86
C 2.38 2.21 -4.41
C 0.58 -6.62 -1.50
C 0.49 -0.70 -0.85
C 0.89 1.96 -4.55
C 4.29 -2.31 -2.78
C 0.08 2.38 -3.33
C -4.36 4.86 -0.37
C 0.53 -1.55 2.53
C -0.96 -0.28 -0.95
C -3.59 -0.03 5.15
C 2.85 -0.63 1.92
C -3.90 2.35 -0.24
C -2.78 0.16 3.87
C 1.80 -0.87 2.99
H -3.92 3.70 1.36
H 0.76 0.06 -4.05
H 4.32 -2.07 -4.87
H 2.68 -1.82 -4.19
H -1.51 -4.01 -0.98
H -3.55 1.85 3.32
H 0.01 3.66 1.01
H 2.53 0.06 1.14
H -3.19 -1.47 2.46
H -1.52 -0.43 -0.03
H -1.78 -0.27 3.94
H -0.89 1.90 -3.23
H 6.30 -1.53 -3.39
H 1.52 -6.41 -0.98
H -5.00 5.66 0.02
H -3.16 0.07 1.70
H -3.32 5.18 -0.30
H 3.95 -0.61 -4.12
H -1.53 -0.73 -1.76
H -3.53 -1.09 5.44
H -0.66 2.05 1.32
H -1.74 3.06 3.48
H 3.85 -2.32 -0.85
H 3.84 -0.37 2.28
H 1.65 4.49 2.82
H 5.76 -0.91 -1.89
H -0.17 -0.91 1.99
H -0.17 3.44 -3.33
H 0.09 2.02 3.60
H 2.19 3.10 3.85
H 0.62 2.07 -2.43
H 1.60 0.10 3.47
H -1.35 -5.47 -0.06
H 6.32 -2.61 -2.07
H 0.60 -1.78 -0.80
H 1.02 -3.74 -1.93
H -4.52 -0.37 2.82
H -3.13 0.56 5.94
H 4.27 -3.40 -2.85
H 1.12 4.27 4.50
H -3.21 1.86 0.46
H 0.87 -7.20 -2.39
H 0.51 2.49 -5.44
H -4.58 4.70 -1.42
H -0.01 -7.29 -0.88
H 2.94 1.71 -5.20
H -4.65 0.17 4.96
H -0.04 -2.13 3.26
H 2.58 3.28 -4.33
H 0.82 -0.16 0.04
H 2.94 -1.60 1.40
H 2.01 -0.76 -1.95
H 1.08 2.22 1.28
H -4.72 1.71 -0.55
H 1.77 -2.02 4.60
H -0.02 -4.21 0.03
H -3.32 2.56 -1.14
H -1.02 0.79 -1.17
H 0.78 -2.27 1.73
H -0.95 -5.55 -2.52
H -6.33 3.97 0.02
H 2.84 1.74 -3.54
```


ii | C23H62O8 | the ωB97M-V functional and the def2-TZVPD basis

Frontier orbital gap = 0.36150 Ha
SMILES = CC(C)O.CC(C)O.CC(C)O.CC(C)O.CC(C)O.CC(C)O.CC(C)O.CCO

Structure (XYZ):
```
93
C23H62O8, DFT the ωB97M-V functional and the def2-TZVPD basis
O 19.31 -14.00 5.01
O 17.64 -17.27 1.78
O 24.60 -11.82 5.98
O 22.13 -18.75 4.12
O 24.20 -10.35 -0.19
O 16.47 -16.79 -0.76
O 19.22 -15.01 2.37
O 24.34 -17.46 0.20
C 22.65 -11.62 4.68
C 21.37 -17.30 5.85
C 23.74 -11.80 -2.09
C 25.09 -16.28 0.54
C 24.15 -11.44 4.68
C 18.34 -12.94 4.92
C 17.73 -17.63 4.12
C 16.80 -17.53 2.93
C 21.50 -14.31 2.18
C 26.54 -16.47 0.05
C 21.61 -17.46 4.37
C 24.80 -12.37 3.63
C 17.85 -12.67 6.31
C 20.47 -15.84 0.47
C 15.74 -16.46 3.06
C 22.24 -11.72 -0.07
C 24.96 -16.11 2.04
C 18.95 -11.76 4.19
C 16.05 -15.58 -2.81
C 20.24 -14.66 1.41
C 23.67 -11.61 -0.59
C 16.85 -15.62 -1.51
C 16.57 -14.45 -0.59
H 19.15 -11.99 3.15
H 14.98 -16.78 3.79
H 15.17 -16.29 2.14
H 16.33 -18.50 2.71
H 22.35 -16.70 4.07
H 16.79 -17.59 -1.19
H 23.26 -12.73 -2.39
H 24.91 -13.35 4.10
H 18.34 -10.86 4.24
H 27.08 -15.53 0.19
H 16.16 -14.61 -3.30
H 17.06 -17.11 1.01
H 17.29 -13.55 6.67
H 24.41 -10.41 4.44
H 22.21 -11.58 1.01
H 21.29 -15.59 -0.21
H 15.51 -14.44 -0.32
H 18.61 -18.18 3.80
H 21.15 -16.27 6.12
H 19.90 -11.52 4.69
H 19.34 -14.42 4.14
H 25.78 -11.98 3.34
H 25.16 -10.40 -0.18
H 19.59 -16.10 -0.12
H 16.75 -13.48 -1.06
H 25.34 -15.13 2.34
H 20.80 -16.73 1.01
H 21.72 -15.19 2.78
H 19.89 -13.79 0.84
H 21.61 -10.95 -0.54
H 17.58 -13.35 4.25
H 17.22 -14.49 0.28
H 16.33 -16.34 -3.53
H 17.11 -11.87 6.38
H 22.29 -11.47 3.65
H 23.26 -10.94 -2.58
H 24.23 -12.42 -0.10
H 22.31 -12.62 4.95
H 24.76 -11.79 -2.48
H 25.55 -16.88 2.54
H 18.89 -15.89 2.14
H 27.05 -17.21 0.66
H 21.32 -13.48 2.86
H 24.52 -17.70 -0.71
H 20.59 -17.98 6.18
H 24.67 -15.43 -0.01
H 21.81 -12.68 -0.32
H 18.05 -16.65 4.47
H 24.21 -12.48 2.72
H 22.16 -10.95 5.39
H 22.39 -14.10 1.58
H 22.29 -17.56 6.38
H 26.51 -16.75 -1.00
H 16.13 -15.48 3.33
H 25.56 -11.77 6.00
H 17.91 -15.69 -1.78
H 20.73 -17.19 3.77
H 18.58 -12.44 7.09
H 14.98 -15.68 -2.60
H 23.92 -16.19 2.34
H 17.29 -18.18 4.96
H 22.40 -18.85 3.20
```


Most stable structure among those shown: ii. Next: +0.0509 hartree.